Run 1
The ion C5H14N2 with charge -1. Source: the OMol25 dataset; level of theory: ωB97M-V/def2-TZVPD.

As for the spin multiplicity: 2. As for the net charge: -1.

Each line ends with the Löwdin spin population.
Positions of all 21 atoms, in Å:
N1 -1.48853 0.79900 -0.10927  0.054
C1 0.96100 2.81805 0.34406  0.148
C2 0.84316 1.34703 0.68884  0.152
C3 -0.05806 0.53681 -0.27232  0.050
C4 0.25195 -0.93876 -0.08021  0.100
N2 -0.57699 -1.80206 -0.88182  0.008
C5 -0.47016 -3.19308 -0.49713  0.076
H1 -1.84079 0.53022 0.79755  0.076
H2 -1.71841 1.74969 -0.34970  0.043
H3 1.30683 3.45706 1.14416  0.037
H4 -0.02445 3.18081 0.02090  0.026
H5 1.59040 2.94395 -0.52844  0.013
H6 0.35814 1.24452 1.66850  0.058
H7 1.79457 0.81786 0.78438  0.038
H8 0.18128 0.83335 -1.29192  0.005
H9 0.23494 -1.12707 1.00295  0.038
H10 1.29901 -1.05755 -0.40317  0.026
H11 -1.52638 -1.46335 -0.86648  0.011
H12 -0.77087 -3.34945 0.55443  0.022
H13 0.58788 -3.49804 -0.48035  0.013
H14 -0.93450 -3.82898 -1.24496  0.005

=====

Run 2
The ion C5H14N2 with charge -1. Source: the OMol25 dataset; level of theory: ωB97M-V/def2-TZVPD.

As for the spin multiplicity: 2. As for the net charge: -1.

Each line ends with the Löwdin spin population.
Positions of all 21 atoms, in Å:
C1 0.39441 2.02224 -0.21186  0.087
C2 0.37575 0.51592 0.10426  0.022
C3 -0.86071 0.14687 0.98362  0.131
C4 -0.88364 0.73809 2.38132  0.138
N1 0.55135 -0.25885 -1.12725  0.013
C5 0.36226 -1.72943 -1.02304  0.197
N2 0.73927 -2.30692 -2.29548  0.028
H1 -0.29387 2.21983 -1.03217  0.025
H2 0.25794 2.70710 0.61726  0.016
H3 1.41953 2.18946 -0.57366  0.010
H4 1.25654 0.39079 0.74642  0.008
H5 -0.95761 -0.92355 0.86936  0.041
H6 -1.73100 0.55490 0.44025  0.051
H7 -1.93765 0.96233 2.60970  0.040
H8 -0.47352 0.12200 3.16954  0.025
H9 -0.55950 1.78805 2.40321  0.012
H10 -0.24279 -0.08815 -1.74306  0.026
H11 0.90894 -2.28483 -0.24776  0.049
H12 -0.71391 -1.96101 -0.88553  0.050
H13 1.28110 -3.15632 -2.23695  0.028
H14 1.10711 -1.64853 -2.94819  0.005

=====

Question: of the structures shown, which is the most stable? Reply: run 1.